1.
Density functional theory data (the ωB97M-V functional and the def2-TZVPD basis) for a structure of composition C14H20AsNO4Tc.

Cartesian coordinates (Å):
Tc 0.31458 0.36471 1.16389
C -2.00150 2.39699 3.83840
C -0.56139 2.00669 3.57546
C 0.32131 2.03997 4.80654
O -0.53742 0.60560 3.02474
C 0.04236 2.88337 2.47000
O 0.11494 4.05556 2.50189
O 0.57074 2.17035 1.37226
H -2.40339 1.81471 4.66880
H -2.62185 2.26484 2.95006
H -2.03352 3.45010 4.11521
H -0.09234 1.38528 5.57237
H 0.34852 3.05826 5.19286
H 1.34189 1.73286 4.57912
H -1.38086 0.16708 3.22167
C 3.54894 1.33470 -1.33790
As 3.07941 -0.42076 -0.76408
C 4.14113 -0.97926 0.72579
C 3.09907 -1.70388 -2.16990
O 1.42460 -0.35062 -0.23306
H 4.61338 1.35182 -1.57460
H 3.34489 2.04375 -0.53638
H 2.97220 1.59550 -2.22342
H 5.17615 -1.08568 0.39867
H 3.78292 -1.94009 1.09188
H 4.10111 -0.22733 1.51309
H 4.12030 -1.79134 -2.54268
H 2.44335 -1.37100 -2.97232
H 2.76605 -2.66498 -1.78256
N -6.18911 -1.11077 -1.75083
C -5.16182 -0.85171 -1.30896
C -3.88178 -0.52781 -0.75273
C -3.02621 -1.55822 -0.35816
C -1.78740 -1.24470 0.17748
C -1.43119 0.09906 0.32136
C -2.27781 1.13664 -0.07761
C -3.50896 0.81299 -0.61831
H -3.32896 -2.58861 -0.48256
H -1.12008 -2.05295 0.46723
H -1.98194 2.17444 0.01109
H -4.18792 1.59072 -0.94061

Its net charge is +2. The LUMO energy (spin up / spin down) comes out at -7.64 / -8.71 eV. The value obtained for the energy relative to the best compared isomer or geometry (same formula, charge and spin) is 2.3 kcal per mole. Its spin multiplicity is 4. For the orbital gap (spin up / spin down), the calculation gives 7.828 / 7.098 eV.

Mulliken population analysis, charges in e, atoms 1 to 2: number 1, Tc, carries 0.456; number 2, C, carries -1.632



2.
Density functional theory data (the ωB97M-V functional and the def2-TZVPD basis) for a structure of composition C14H20Br2F3N2O5PS3.

Cartesian coordinates (Å):
O 1.62130 -5.63064 -0.65125
P 1.17421 -5.14860 -1.95170
O -0.24421 -5.75987 -2.37331
O 2.15232 -5.54740 -3.16247
C 1.01856 -3.36028 -2.10358
C -0.23102 -2.73724 -2.43961
C -0.37320 -1.38814 -2.53364
C -1.63894 -0.65605 -2.87818
C -2.86438 -1.55139 -2.92350
C -4.21864 -0.87958 -3.16965
F -4.84052 -1.49662 -4.23675
Br -4.15415 1.00693 -3.60219
C -5.18579 -1.09152 -1.98347
F -6.39692 -0.58968 -2.24890
F -5.32649 -2.42222 -1.79120
Br -4.51164 -0.30838 -0.34123
C 0.79169 -0.61667 -2.27870
N 0.85661 0.72055 -2.30428
S 2.35101 1.11466 -1.92033
N 3.00309 -0.32807 -1.70939
C 2.03216 -1.22697 -1.93419
C 2.13620 -2.63138 -1.84414
H -0.42923 -5.63279 -3.31181
H 2.21983 -4.83634 -3.81102
H -1.08529 -3.38439 -2.58108
H -1.76536 0.15663 -2.16404
H -1.49659 -0.19272 -3.85651
H -2.94080 -2.12878 -2.00271
H -2.75872 -2.26964 -3.73716
H 3.07334 -3.08678 -1.55568
C 1.54848 2.74378 1.23375
S 0.67019 4.20124 0.68637
O 1.00438 4.37929 -0.75443
C 1.67360 5.36391 1.61332
H 1.09182 1.88097 0.75050
H 2.59375 2.82494 0.93226
H 1.46726 2.66638 2.31810
H 2.71370 5.26444 1.30304
H 1.56556 5.15203 2.67777
H 1.31213 6.36484 1.38670
C 1.19005 3.06511 7.08010
S 2.07354 2.47922 5.63258
O 1.58845 3.29838 4.48588
C 1.23418 0.89712 5.51588
H 1.53803 4.07396 7.29016
H 0.12094 3.07607 6.87005
H 1.41386 2.41534 7.92586
H 0.16176 1.06389 5.41788
H 1.45599 0.30476 6.40321
H 1.61396 0.38772 4.63272

Its net charge is 0. The LUMO energy comes out at -0.92 eV. For the orbital gap, the calculation gives 7.786 eV.

Mulliken population analysis, charges in e, atoms 1 to 2: number 1, O, carries -0.644; number 2, P, carries 0.967



3.
Density functional theory data (the ωB97M-V functional and the def2-TZVPD basis) for a structure of composition C14H20Cl12O10S.

Cartesian coordinates (Å):
C -2.42468 5.25091 4.04080
Cl -4.14840 5.51328 3.69420
Cl -2.04263 3.57780 4.45740
Cl -2.10495 6.19558 5.38693
H -1.75437 5.46391 3.20808
C 4.94987 -0.75112 -1.20958
Cl 5.09683 -2.39600 -0.41904
Cl 5.86418 -0.43084 -2.70028
Cl 5.13975 0.58561 -0.03629
H 3.92165 -0.48911 -1.45900
C -3.88209 3.07916 -1.80782
Cl -4.53031 2.23053 -3.25980
Cl -2.18945 3.44852 -1.92936
Cl -4.13843 2.02417 -0.24881
H -4.28161 4.07921 -1.63939
C 3.10202 3.65915 -2.85185
Cl 3.92117 4.36064 -1.32479
Cl 1.30058 3.65501 -2.93917
Cl 3.77734 2.08901 -3.20524
H 3.48631 4.21818 -3.70502
C -4.45538 -1.58267 1.09005
C -3.17058 -1.67528 0.33329
C -2.35952 -2.94081 0.47179
O -2.05000 -3.23262 -0.85429
C -2.38395 -2.25552 -1.62379
O -1.97173 -2.06664 -2.77999
O -3.15451 -1.40632 -1.05741
H -4.19414 -1.97778 2.07175
H -5.08164 -2.42893 0.80761
H -4.99694 -0.64443 1.21059
H -2.52069 -0.86080 0.65324
H -2.96286 -3.67648 1.00368
H -1.53650 -2.62138 1.11108
C -0.83207 1.48684 1.86372
C -0.24449 1.86331 0.44703
C 1.24338 2.25915 0.35921
O 1.76450 1.25724 -0.40896
C 0.89315 0.44641 -0.83331
O 1.14006 -0.50177 -1.62260
O -0.25178 0.67072 -0.27628
H -0.22950 0.72680 2.36105
H -1.79426 0.98145 1.94672
H -0.64101 2.25397 2.61411
H -0.74415 2.79943 0.19779
H 1.67831 2.38130 1.35119
H 1.39361 3.21502 -0.14265
C 2.84150 -4.69235 -1.35276
C 1.98994 -3.50952 -0.80119
O 2.28217 -3.41419 0.61778
S 2.92827 -4.77805 1.25677
O 1.87794 -5.72532 1.48444
O 3.86297 -4.47535 2.41076
O 3.61766 -5.12623 -0.19919
H 3.65006 -4.58251 -2.07543
H 2.16574 -5.48797 -1.66653
H 0.90267 -3.52557 -0.87666
H 2.28095 -2.51680 -1.14457

Its net charge is +1. The LUMO energy (spin up / spin down) comes out at -3.59 / -9.72 eV. Its spin multiplicity is 2. For the orbital gap (spin up / spin down), the calculation gives 9.205 / 3.078 eV.

Mulliken population analysis, charges in e, atoms 1 to 2: number 1, C, carries 0.147; number 2, Cl, carries -0.126



4.
Density functional theory data (the ωB97M-V functional and the def2-TZVPD basis) for a structure of composition C14H20Cl2N2O2PSeY.

Cartesian coordinates (Å):
C 2.90873 3.85189 -2.94135
C 2.04329 3.31751 -1.87076
H 3.59688 3.09254 -3.32365
H 3.49632 4.67299 -2.51888
H 2.30948 4.23583 -3.78201
O 1.59898 2.14425 -1.81963
Cl 1.62344 4.41868 -0.55578
Y 0.13547 1.54560 -0.13413
P -1.27213 -0.26226 -1.80247
C -1.29385 -1.95667 -2.42639
C -3.04522 -0.05810 -1.39810
H -1.07666 1.77069 -3.14886
H -1.96626 0.44617 -3.99506
H -0.16633 0.40611 -3.85161
C -1.10537 0.69284 -3.35939
H -3.22108 0.94262 -0.98370
H -3.61868 -0.20745 -2.32565
H -2.02072 -2.01473 -3.25013
H -1.58298 -2.64177 -1.62009
H -3.31495 -0.80628 -0.64102
H -0.29694 -2.24492 -2.77770
C 0.72430 -0.93808 -0.11237
O 1.00179 -2.04552 0.08099
Cl -1.69158 3.15424 -0.57681
C 1.80352 -0.75549 3.20176
N 0.50252 -1.24455 3.64423
C -0.72539 -0.78088 3.25293
Se -1.13741 0.66703 2.17686
N -1.63231 -1.52604 3.97427
C -0.99058 -2.41383 4.84131
C -1.46771 -3.25744 5.84162
C -0.51359 -3.96904 6.58178
C 0.86332 -3.82024 6.32858
C 1.32641 -2.93521 5.33885
C 0.36542 -2.24368 4.61643
H 1.72214 0.30130 2.90774
H 2.16924 -1.34484 2.34766
H 2.48707 -0.86625 4.05658
H -2.63277 -1.39026 3.89456
H -2.54355 -3.33810 5.99673
H -0.82584 -4.66858 7.36148
H 1.55660 -4.42544 6.90842
H 2.37702 -2.79206 5.09878

Its net charge is +2. The LUMO energy comes out at -7.05 eV. For the orbital gap, the calculation gives 7.042 eV.

Mulliken population analysis, charges in e, atoms 1 to 2: number 1, C, carries -1.042; number 2, C, carries 0.943



Summary of largest force on an atom in eV Å⁻¹
0.83; 0.35; 6.12; 4.38
(order as listed above)
Summary of calculated total energy in eV
-87542.306; -218093.340; -196407.062; -122630.285
(order as listed above)